(1)
Below is a structure of composition C64H63CdN4PS2, with properties calculated with ωB97M-V with the def2-TZVPD basis set.

The HOMO-LUMO gap is 4.2 eV. The net charge is 0.

Last column: Löwdin charge in e.
Cartesian coordinates (Å):
1 Cd 0.1726 0.1159 0.3550  1.327
2 S -0.3228 -0.7627 7.7539  1.052
3 S 7.2151 -0.0996 -1.4533  1.056
4 P 0.4399 -0.2484 -2.4759  1.067
5 N 2.5320 0.2140 0.6517  0.062
6 N 0.7781 -0.0615 2.7420  0.089
7 N -1.4765 -1.2580 0.8214  -0.099
8 N -1.2860 1.6939 0.5808  -0.146
9 C 2.4608 2.6651 -4.6110  -0.088
10 C 1.4026 -1.5838 -3.2754  -0.368
11 C 3.5204 -2.6445 -3.7528  -0.071
12 C 6.3667 1.2248 -3.4622  -0.169
13 C -1.9681 -0.8215 8.2111  -0.411
14 C 4.7747 0.3497 -0.1955  -0.187
15 C 1.1987 1.3016 -3.0761  -0.395
16 C -2.2335 -0.8661 -2.8083  -0.107
17 C 0.3054 -0.3798 5.0697  -0.178
18 C -1.1107 -0.3261 -3.4259  -0.388
19 C 2.7968 -1.5716 -3.2603  -0.111
20 C -1.1649 0.0419 -4.7684  -0.085
21 C 2.0971 -0.0835 3.0060  -0.189
22 C -1.8532 -5.4311 1.5005  -0.101
23 C -1.2540 5.4248 0.5425  -0.058
24 C 5.2710 0.1376 1.0742  0.044
25 C -2.3952 -0.3496 1.3402  -0.298
26 C -2.3290 -0.1413 -5.4932  -0.079
27 C -2.9710 -4.6327 1.3879  -0.076
28 C -5.1227 -2.2125 2.0760  -0.067
29 C -0.9245 4.1243 0.9134  -0.144
30 C -0.0770 -0.2182 3.7195  -0.058
31 C -0.4985 -3.4616 1.1087  -0.142
32 C -4.4607 -1.7846 -0.3663  -0.074
33 C 0.0481 3.9891 2.0722  -0.370
34 C -2.8667 2.4405 -3.0923  -0.053
35 C 2.1494 3.7980 -3.8710  -0.076
36 C 1.3724 3.3368 1.6885  -0.072
37 C -0.7276 -0.5250 6.0949  -0.479
38 C 3.3753 0.3711 -0.3409  -0.070
39 C 1.6569 -0.3960 5.3429  0.034
40 C -4.5782 2.0293 -1.3023  -0.051
41 C -2.3209 0.9992 1.2038  -0.266
42 C -3.4024 -1.0416 -3.5388  -0.076
43 C -3.0887 2.2074 -1.5970  -0.370
44 C -2.7899 4.6360 -1.0922  -0.049
45 C -4.3343 -2.7000 0.8511  -0.373
46 C 2.8593 -3.7554 -4.2574  -0.080
47 C -2.0859 -0.4987 5.9280  -0.102
48 C 3.0172 0.0441 1.9058  -0.163
49 C 5.6222 0.5509 -1.3693  -0.493
50 C 0.7484 -2.7002 -3.7919  -0.089
51 C 1.6918 -3.5627 -0.1725  -0.055
52 C 4.8715 -0.1971 3.5005  -0.013
53 C 1.7027 -3.2599 2.3223  -0.055
54 C 7.4583 0.5446 -3.0178  -0.408
55 C -0.5957 3.3060 3.2801  -0.055
56 C -2.9275 -3.2634 1.1232  -0.116
57 C -2.1884 5.6950 -0.4410  -0.091
58 C -3.4482 -0.6889 -4.8782  -0.080
59 C 1.9861 1.4218 -4.2191  -0.113
60 C 4.3965 -0.0103 2.1578  -0.128
61 C -2.4701 3.3209 -0.7773  -0.144
62 C 0.8914 2.4465 -2.3378  -0.111
63 C 5.3109 1.2287 -2.5159  -0.120
64 C 4.0065 -0.3122 4.5282  -0.007
65 C 2.5905 -0.2579 4.3048  -0.134
66 C -2.7959 -0.6691 7.1428  -0.172
67 C 0.9416 -2.9748 1.0223  -0.401
68 C 1.4738 -3.7789 -4.2748  -0.073
69 C -1.5473 3.0363 0.2553  -0.232
70 C -0.6254 -4.8237 1.3265  -0.073
71 C -1.6510 -2.6121 1.0263  -0.192
72 C 1.3591 3.6888 -2.7350  -0.059
73 H 2.0997 3.4380 2.4981  0.080
74 H 2.7090 -2.8346 2.2881  0.074
75 H 3.4224 -4.5964 -4.6384  0.103
76 H -5.5161 -1.5777 -0.5582  0.085
77 H -3.8722 -0.6779 7.2146  0.105
78 H 2.2360 0.5424 -4.8018  0.107
79 H -4.8146 -1.2407 2.4571  0.055
80 H -6.1792 -2.1293 1.8136  0.075
81 H -4.2821 -1.4485 -3.0597  0.092
82 H 0.2584 2.3758 -1.4573  0.066
83 H 1.7946 3.7948 0.7912  0.077
84 H 0.1155 3.2236 4.1057  0.077
85 H 0.2899 5.0141 2.3736  0.119
86 H -0.7789 6.2477 1.0644  0.103
87 H -5.0347 -2.9338 2.8896  0.078
88 H 0.2718 -5.4285 1.3808  0.101
89 H -1.4571 3.8776 3.6278  0.084
90 H -2.5802 1.2811 -1.3191  0.093
91 H 6.3399 0.1152 1.2522  0.116
92 H -1.1190 -0.2192 3.4239  0.095
93 H -3.2255 1.5860 -3.6666  0.052
94 H -1.8082 2.5842 -3.3160  0.074
95 H 2.9361 0.5431 -1.3149  0.070
96 H -3.1046 1.5832 1.6840  0.113
97 H -3.9466 -5.0995 1.4707  0.107
98 H 4.3725 1.7422 -2.6698  0.102
99 H 8.3942 0.3838 -3.5236  0.066
100 H -4.8835 -3.5976 0.5494  0.112
101 H -2.3660 0.1485 -6.5344  0.106
102 H -3.4039 3.3232 -3.4422  0.077
103 H -2.2340 -0.9679 9.2435  0.065
104 H 4.6016 -2.6112 -3.7375  0.106
105 H 1.8065 -4.3334 2.4825  0.077
106 H -4.0583 -2.3061 -1.2361  0.063
107 H -0.9387 2.3108 3.0098  0.040
108 H 0.9506 -4.6414 -4.6640  0.107
109 H -4.3604 -0.8300 -5.4421  0.107
110 H 2.5193 4.7649 -4.1827  0.104
111 H -3.5144 4.8336 -1.8723  0.105
112 H 3.0711 2.7493 -5.5007  0.105
113 H 1.1768 -2.8474 3.1844  0.078
114 H -5.1382 2.9262 -1.5752  0.077
115 H -3.1797 -0.7205 1.9790  0.068
116 H -4.7482 1.8297 -0.2448  0.072
117 H 4.3637 -0.4523 5.5402  0.119
118 H 1.2319 2.2781 1.4976  0.008
119 H -2.4422 6.7162 -0.6925  0.096
120 H -2.1912 -1.1349 -1.7571  0.077
121 H 1.8204 -4.6405 -0.0616  0.078
122 H 1.1538 -3.3877 -1.1048  0.066
123 H -1.9388 -6.4935 1.6845  0.093
124 H 2.6867 -3.1191 -0.2619  0.075
125 H 2.0172 -0.5259 6.3565  0.106
126 H -4.9823 1.1916 -1.8751  0.070
127 H -0.3329 -2.7365 -3.8095  0.106
128 H -2.5682 -0.3610 4.9730  0.109
129 H 5.9401 -0.2389 3.6655  0.117
130 H 1.0972 4.5656 -2.1577  0.110
131 H 3.3364 -0.7173 -2.8729  0.070
132 H -3.9459 -0.8329 -0.2605  0.047
133 H 0.9472 -1.8938 0.9001  0.027
134 H 6.3163 1.7106 -4.4241  0.105
135 H -0.3001 0.4774 -5.2514  0.103

=====

(2)
Below is a structure of composition C64H75N3O3PRuSTe, with properties calculated with ωB97M-V with the def2-TZVPD basis set.

The HOMO-LUMO gap (alpha / beta) is 5.8 / 4.9 eV. The net charge is 0. The spin multiplicity is 6.

Last column: Löwdin charge in e.
Cartesian coordinates (Å):
1 Te 2.6302 -0.3579 -1.4247  0.417
2 Ru 1.0755 0.2517 0.5229  0.620
3 S 0.4127 -2.7067 0.0701  0.997
4 P 2.5382 0.8292 2.5366  1.078
5 O 1.0582 2.2134 -0.1425  -0.267
6 O -2.2577 -1.1771 0.4443  0.015
7 O -0.5452 1.0353 5.9754  -0.008
8 N 0.0303 1.4816 3.8387  0.150
9 N 0.8127 -1.7050 1.3221  -0.432
10 N -0.5387 0.3429 -1.1056  0.013
11 C 5.4406 -1.6486 1.1023  -0.080
12 C -1.1200 -1.1211 -2.9153  -0.001
13 C -0.5296 4.1188 -2.7199  0.028
14 C 3.8448 4.6490 1.9841  -0.094
15 C 1.4357 4.8295 -1.2860  -0.519
16 C -1.8582 1.6072 1.6211  -0.080
17 C -1.6879 -1.4525 -5.8460  -0.037
18 C 2.6590 3.2321 4.0464  -0.077
19 C -0.6823 -4.1632 2.1796  -0.066
20 C 4.2009 0.2414 1.9654  -0.405
21 C 1.5756 0.1857 5.2084  -0.146
22 C -3.5666 2.6025 -4.5582  -0.065
23 C 1.7080 -0.3609 6.4809  -0.015
24 C 1.1395 5.2060 0.1737  -0.035
25 C 5.3995 0.9278 2.1118  -0.087
26 C 3.7357 -4.9042 0.6765  -0.077
27 C 2.1910 -4.0594 -1.4774  -0.120
28 C 2.6504 -4.0712 0.8985  -0.091
29 C -1.7642 -6.0560 0.4463  -0.080
30 C -2.5706 -3.7213 -5.3274  -0.062
31 C 4.2428 -1.0600 1.4692  -0.210
32 C -2.5393 3.6827 -4.2192  -0.558
33 C -2.3018 1.3956 3.0566  -0.361
34 C -1.0824 -4.9652 -0.0670  -0.082
35 C -0.1851 -3.2004 -4.8591  -0.039
36 C -1.6154 1.8799 5.4920  -0.076
37 C -0.5326 -4.0404 0.8090  -0.373
38 C -1.7883 4.0536 -5.5039  -0.044
39 C -1.6105 -2.6274 -4.8600  -0.552
40 C 0.3262 0.9252 4.9337  -0.360
41 C 2.8988 2.5974 2.8321  -0.344
42 C -1.2984 -0.6837 -1.6315  -0.236
43 C 0.3328 2.5268 -1.1474  -0.315
44 C -2.4476 -0.0966 3.3640  -0.050
45 C -1.9149 -6.1994 1.8194  -0.079
46 C -3.2615 -2.2457 -1.4157  -0.067
47 C 4.0465 -5.3171 -0.6128  -0.072
48 C 3.8944 -1.1283 5.9390  -0.065
49 C -5.4321 -3.5366 -1.5070  -0.064
50 C -1.3844 -5.2515 2.6818  -0.062
51 C 0.3910 3.8215 -1.7533  -0.083
52 C 6.6040 0.3474 1.7340  -0.075
53 C 3.0096 4.5623 4.2298  -0.076
54 C 1.8984 -3.6608 -0.1854  -0.445
55 C -1.5514 1.9561 -2.6465  0.042
56 C -1.5372 3.2142 -3.1695  -0.161
57 C 2.6111 0.0820 4.2608  -0.228
58 C 2.8328 4.2154 -1.4431  -0.034
59 C -4.3284 -3.2653 0.6846  -0.030
60 C 2.8670 -1.0237 6.8545  -0.068
61 C -1.3035 2.0769 3.9992  -0.262
62 C -5.3057 -1.2728 -0.4726  -0.029
63 C 3.2751 -4.8965 -1.6882  -0.062
64 C -3.0243 -2.6190 -2.7089  0.028
65 C -2.2785 -1.3619 -0.7715  -0.324
66 C 6.6304 -0.9422 1.2253  -0.079
67 C 3.4705 3.3281 1.7951  -0.128
68 C 1.4154 6.1214 -2.1067  -0.068
69 C 3.7621 -0.5865 4.6661  -0.063
70 C 3.6165 5.2719 3.2030  -0.082
71 C -3.2882 4.9136 -3.6954  -0.046
72 C -4.5504 -2.5983 -0.6830  -0.525
73 C -1.9272 -2.1258 -3.4611  -0.121
74 C -0.5903 1.5559 -1.6682  -0.211
75 H 2.9629 -1.4424 7.8467  0.105
76 H -2.2688 -4.0695 -6.3154  0.086
77 H -4.9185 -4.4704 -1.7421  0.087
78 H 4.8957 -5.9662 -0.7785  0.105
79 H -1.4580 -1.7962 -6.8553  0.087
80 H 1.1545 4.3356 0.8289  0.069
81 H 3.6271 2.8579 0.8314  0.096
82 H -4.1558 2.3189 -3.6847  0.087
83 H -0.2527 -3.4296 2.8464  0.104
84 H -3.9132 -4.2658 0.5672  0.071
85 H -4.7710 -0.6335 0.2287  0.078
86 H 7.5677 -1.3934 0.9284  0.101
87 H -3.7041 -3.3052 -3.1847  0.086
88 H -2.4534 -7.0481 2.2178  0.106
89 H 3.9038 6.3050 3.3494  0.102
90 H -2.5506 1.3507 5.6688  0.116
91 H 4.3114 5.1918 1.1725  0.101
92 H -2.1947 -6.7856 -0.2272  0.109
93 H 3.3164 -1.6118 1.3655  0.032
94 H -6.3204 -3.7843 -0.9254  0.086
95 H -3.8245 4.6759 -2.7754  0.091
96 H -1.4618 -0.5658 3.4307  0.074
97 H -0.9797 -0.6646 -5.5905  0.080
98 H -1.2206 3.2008 -5.8799  0.089
99 H 4.8170 -1.6276 6.2056  0.107
100 H -2.6883 -1.0163 -5.8537  0.088
101 H -3.0927 1.7034 -4.9562  0.075
102 H -0.4984 5.0986 -3.1728  0.093
103 H 2.8913 3.2195 -1.0112  0.044
104 H 4.5897 -0.7003 3.9823  0.092
105 H -2.6088 5.7396 -3.4838  0.077
106 H -4.2537 2.9784 -5.3181  0.085
107 H -0.3304 -0.6623 -3.4947  0.118
108 H -5.4196 -0.7312 -1.4132  0.091
109 H -2.5622 -4.5807 -4.6549  0.087
110 H -1.6693 2.6581 1.3911  0.090
111 H -0.0276 -1.6173 1.8990  -0.014
112 H -1.6073 2.8037 6.0692  0.124
113 H 0.8893 -0.2547 7.1759  0.115
114 H -4.0130 5.2581 -4.4354  0.084
115 H -3.6589 -2.6919 1.3168  0.065
116 H -1.2286 3.1357 3.7379  0.147
117 H -0.9149 1.0659 1.4520  0.020
118 H 3.5265 -5.2078 -2.6925  0.108
119 H -0.9690 -4.8366 -1.1370  0.112
120 H 2.2154 2.6888 4.8704  0.093
121 H -6.2991 -1.4711 -0.0678  0.086
122 H 1.5803 5.9338 -3.1690  0.086
123 H 7.5230 0.9075 1.8465  0.102
124 H -5.7670 -3.0823 -2.4414  0.088
125 H 5.4410 -2.6541 0.7018  0.093
126 H -2.5792 1.2044 0.9115  0.073
127 H -5.2950 -3.3610 1.1822  0.088
128 H 0.0700 -3.5630 -5.8552  0.088
129 H -2.9672 -0.2840 4.3057  0.076
130 H 5.4163 1.9242 2.5326  0.104
131 H 4.3383 -5.2337 1.5125  0.110
132 H 1.5979 -3.6947 -2.3045  0.087
133 H 2.2197 6.7695 -1.7548  0.086
134 H 0.4801 6.6721 -1.9912  0.083
135 H 2.3870 -3.7378 1.8939  0.112
136 H -2.2940 1.2371 -2.9512  0.099
137 H -1.5057 -5.3612 3.7504  0.108
138 H -3.2734 1.8782 3.2237  0.142
139 H -2.4927 4.3642 -6.2777  0.083
140 H 1.8775 5.9243 0.5382  0.077
141 H -2.9926 -0.5975 2.5685  0.056
142 H -3.5965 -3.3579 -5.4055  0.088
143 H 0.5524 -2.4517 -4.5687  0.080
144 H -0.1066 -4.0381 -4.1629  0.081
145 H 3.5804 4.8553 -0.9698  0.075
146 H 3.0843 4.1348 -2.5024  0.093
147 H 0.1527 5.6707 0.2362  0.090
148 H 2.8163 5.0388 5.1825  0.101
149 H -1.0894 4.8740 -5.3381  0.078